[1]
Below is C34H28BIrN8P as an isolated structure at a distorted geometry, with properties calculated with ωB97M-V/def2-TZVPD.

Results
net charge	+2
<S²>	8.79
E_LUMO (spin up / spin down)	-5.69 / -8.82	eV
spin multiplicity	6
Kohn-Sham gap (spin up / spin down)	7.68 / 4.55	eV

Each line ends with the Mulliken charge.
Atoms and positions in Å:
Ir 0.33832 -0.08156 0.39219  0.995
C 4.73940 0.11503 -0.22120  -1.191
C 3.49639 -0.38646 -0.60085  -0.217
N 2.53140 0.19759 0.10661  -1.107
N 3.11709 1.07449 0.94496  1.306
C 4.45444 1.04032 0.76019  0.012
B 2.31213 2.00405 1.88885  -0.182
N 1.26139 2.77810 1.04014  0.898
C 1.03758 4.09476 0.87038  0.083
C 0.07273 4.25917 -0.10411  -1.208
C -0.26090 2.96556 -0.49086  -0.449
N 0.44764 2.08165 0.20926  -0.893
N 1.56599 1.13360 2.93268  0.748
C 1.43132 1.25748 4.26967  -0.234
C 0.80938 0.12766 4.75565  -1.348
C 0.56238 -0.64974 3.62395  -0.425
N 1.01617 -0.03539 2.53645  -0.565
N 3.32746 2.95243 2.52866  0.264
C 4.02724 2.87632 3.66932  -0.297
C 5.00307 3.89027 3.64884  -0.919
C 4.82431 4.52036 2.41161  -0.297
N 3.84257 3.94653 1.73036  -0.995
H 5.70422 -0.15858 -0.61127  0.443
H 3.27661 -1.12920 -1.35045  0.474
H 5.12992 1.66703 1.31980  0.426
H 1.57986 4.83736 1.42831  0.610
H -0.32772 5.18412 -0.48216  0.455
H -0.95568 2.62928 -1.24443  0.611
H 1.76461 2.13527 4.79800  0.905
H 0.58063 -0.10342 5.78254  0.493
H 0.09586 -1.61994 3.54663  0.543
H 3.84434 2.11918 4.41636  0.717
H 5.74232 4.10978 4.40330  0.445
H 5.38146 5.33839 1.98243  0.479
C -7.46220 1.09458 -1.17317  -0.467
C -6.53130 0.98750 -2.19451  -0.711
C -5.23193 0.59365 -1.90726  -0.356
C -4.86804 0.31040 -0.59334  0.243
C -5.80711 0.42272 0.44060  0.083
C -7.10359 0.79627 0.13847  -0.806
P -3.15898 -0.13953 -0.18094  0.194
C -2.83596 0.83157 1.29557  0.920
C -2.61818 0.23393 2.54064  0.039
C -2.65240 1.02033 3.67976  -0.797
C -2.83203 2.39460 3.58085  -0.599
C -3.02719 2.99359 2.33922  -0.725
C -3.04312 2.21489 1.19957  -0.745
C -3.01232 -1.88938 0.15926  1.344
C -4.18632 -2.62422 0.23791  -0.791
C -4.15634 -3.99675 0.49191  -0.999
C -2.95328 -4.64687 0.54058  -0.849
C -1.73732 -3.96107 0.31704  0.745
C -0.54153 -4.69919 0.14159  -0.803
C 0.59252 -4.08300 -0.29837  -0.936
C 0.59726 -2.68891 -0.47101  -0.581
C -0.49307 -1.89684 -0.13475  0.062
C -1.73557 -2.54538 0.15974  0.826
H -8.47020 1.42004 -1.39514  0.430
H -6.81130 1.21263 -3.21495  0.438
H -4.50099 0.51951 -2.70395  0.453
H -5.53348 0.20438 1.46518  0.503
H -7.83959 0.85400 0.92978  0.436
H -2.50163 -0.84067 2.61472  0.513
H -2.55330 0.55822 4.65280  0.483
H -2.83916 3.00496 4.47536  0.468
H -3.18140 4.06192 2.26183  0.516
H -3.25538 2.66559 0.23743  0.488
H -5.14253 -2.13277 0.13169  0.427
H -5.08234 -4.54119 0.61519  0.444
H -2.91736 -5.71969 0.68994  0.441
H -0.56118 -5.77190 0.29040  0.439
H 1.47836 -4.65867 -0.53211  0.458
H 1.49396 -2.23422 -0.87519  0.191



[2]
Below is a 2-piece molecular cluster, CH2Cl2O2P overall at a distorted geometry, with properties calculated with ωB97M-V/def2-TZVPD.

Results
ΔE to the lowest compared entry with this formula, charge and spin	28.6	kcal per mole
net charge	-1
E_LUMO	3.57	eV
spin multiplicity	1
Kohn-Sham gap	7.57	eV

Each line ends with the Mulliken charge.
Atoms and positions in Å:
C 1.22734 0.05681 -0.22345  -0.676
O -1.65950 0.97997 1.20500  -0.595
O -1.39653 -1.57935 1.08560  -0.591
P -1.25286 -0.26262 0.49119  0.864
Cl 1.71233 1.76013 -0.13026  -0.244
Cl -1.65568 -0.14352 -1.45681  -0.261
H 1.01508 -0.39684 -1.27419  0.217
H 2.00983 -0.41458 0.30294  0.285



[3]
Below is C17H14Cl2GaO2 as an isolated structure at a distorted geometry, with properties calculated with ωB97M-V/def2-TZVPD.

Results
net charge	-1
E_LUMO	2.38	eV
spin multiplicity	1
Kohn-Sham gap	5.86	eV

Each line ends with the Mulliken charge.
Atoms and positions in Å:
C -2.18104 -0.94135 -0.03072  -0.127
C -1.63716 -1.11750 -1.37642  -0.968
C -1.43802 0.17224 -1.92921  -0.163
H -1.47420 -2.07406 -1.86496  0.368
C -1.86064 1.17158 -0.99278  -0.828
C -2.36925 0.50341 0.15499  -0.661
H -2.93845 0.95448 0.95844  0.592
H -2.67190 -1.71173 0.54831  0.616
H -1.10146 0.37415 -2.93821  0.529
H -1.89185 2.24397 -1.17196  0.380
Ga -0.30732 -0.47887 0.92588  0.786
Cl 0.33296 -2.54750 1.37099  -0.421
C 2.34750 0.12999 0.25980  -0.478
C 1.99941 1.37136 -0.36333  -0.562
C 1.56640 1.09844 -1.67664  -0.489
H 2.11627 2.37155 0.09021  0.340
C 1.65092 -0.31210 -1.89253  -0.265
C 2.16951 -0.91026 -0.71777  -0.961
H 2.39909 -1.97734 -0.57386  0.426
H 2.83042 0.00838 1.24344  0.470
H 1.22860 1.84628 -2.42411  0.380
H 1.40063 -0.84378 -2.82788  0.437
Cl 1.06244 3.06472 8.13500  -0.228
C 0.57427 2.38428 6.61723  0.429
C -0.56194 1.55482 6.56743  -0.585
C -0.93829 0.99945 5.34930  -0.423
C -0.20242 1.34772 4.21463  0.053
C 0.95893 2.11322 4.25352  -0.413
C 1.34442 2.67379 5.46643  -0.658
C -0.65670 0.80856 2.92183  0.789
O -1.61096 -0.00972 2.82305  -0.690
O 0.03566 1.16797 1.85333  -0.423
H -1.14158 1.35632 7.46902  0.385
H -1.81132 0.37160 5.23026  0.467
H 1.49510 2.31894 3.33136  0.491
H 2.21315 3.32306 5.52380  0.406



[4]
Below is a 2-piece molecular cluster, C6H12 overall, with properties calculated with ωB97M-V/def2-TZVPD.

Results
ΔE to the lowest compared entry with this formula, charge and spin	52.8	kcal per mole
net charge	0
SMILES	C=C/C(C)=C/C.[H][H]
E_LUMO	1.11	eV
spin multiplicity	1
Kohn-Sham gap	9.53	eV

Each line ends with the Mulliken charge.
Atoms and positions in Å:
C -1.23863 0.28615 2.05647  -0.798
C -0.36884 0.79113 1.19268  -0.392
C 0.16078 0.06248 0.04345  1.174
C -0.41357 -1.29486 -0.30532  -1.507
C 1.25735 0.60224 -0.49341  -0.253
C 2.18079 -0.07850 -1.42264  -1.091
H -1.63221 -0.71621 1.91816  0.250
H -1.56201 0.86816 2.90692  0.258
H 0.07049 1.77603 1.36141  0.179
H -1.50692 -1.27605 -0.38973  0.329
H -0.16483 -2.01403 0.48293  0.356
H -0.04404 -1.70288 -1.25034  0.374
H 1.54779 1.60692 -0.18309  0.282
H 2.22889 0.46495 -2.36572  0.279
H 1.85203 -1.10361 -1.59149  0.269
H 3.18540 -0.09694 -0.98510  0.285
H -2.90005 0.95009 -0.83619  0.238
H -2.65243 0.87494 -0.13900  -0.230



[5]
Below is a 8-piece molecular cluster, C25H42F6O21P overall at a distorted geometry, with properties calculated with ωB97M-V/def2-TZVPD.

Results
net charge	-1
E_LUMO	2.02	eV
spin multiplicity	1
Kohn-Sham gap	10.79	eV

Each line ends with the Mulliken charge.
Atoms and positions in Å:
P -11.24122 -0.64496 -19.48543  2.147
F -10.19792 0.46127 -20.01099  -0.409
F -12.58500 0.07352 -20.12196  -0.714
F -10.92769 -1.52944 -20.91353  -0.484
F -12.24181 -1.83830 -19.04086  -0.478
F -10.04590 -1.51493 -18.84509  -0.509
F -11.58534 0.15301 -18.08046  -0.407
C -14.37710 -1.32429 -22.23201  -1.161
C -15.41137 -1.94541 -21.35714  0.293
C -15.23490 -1.67303 -19.85393  0.634
O -16.53616 -1.31573 -19.44035  -0.383
C -17.29967 -1.00744 -20.46850  0.602
O -18.43790 -0.49704 -20.38165  -0.645
O -16.63908 -1.19958 -21.59178  -0.400
H -13.39335 -1.78731 -22.15486  0.329
H -14.30730 -0.25937 -22.01028  0.133
H -14.59687 -1.47642 -23.28873  0.490
H -15.55364 -2.99401 -21.61848  0.298
H -14.75308 -0.71655 -19.65121  -0.426
H -14.70099 -2.49067 -19.36968  0.195
C -8.30853 -0.06057 -22.58307  -1.594
C -7.49111 0.62494 -21.49968  1.533
C -7.38925 -0.32253 -20.24854  0.705
O -5.96000 -0.54485 -20.14306  -0.389
C -5.26418 0.28361 -20.92444  0.505
O -4.06223 0.56511 -20.82231  -0.589
O -6.13450 0.85454 -21.87680  -0.512
H -9.31760 -0.30874 -22.25399  0.218
H -7.74766 -0.92963 -22.92697  0.387
H -8.42377 0.52075 -23.49788  0.280
H -8.04627 1.54991 -21.34366  -0.428
H -7.98208 -1.21527 -20.44771  0.327
H -7.88734 0.17064 -19.41381  -0.458
C -8.04309 4.79203 -20.26666  -1.001
C -8.29270 4.22173 -18.91284  0.552
C -7.71848 2.81670 -18.95332  0.699
O -6.69844 2.78968 -17.95104  -0.422
C -6.62205 4.08626 -17.46602  0.514
O -5.75776 4.38825 -16.67239  -0.594
O -7.52115 4.87493 -17.97082  -0.360
H -8.70605 5.65505 -20.32818  0.429
H -8.30177 3.95147 -20.91059  -0.002
H -6.99726 5.07372 -20.38903  0.340
H -9.35425 4.18787 -18.66778  0.353
H -7.31065 2.48479 -19.90810  -0.285
H -8.51821 2.11884 -18.70528  -0.298
C -12.48694 -3.45271 -16.39081  -1.463
C -11.62557 -4.30061 -17.39416  0.884
C -10.25787 -4.47589 -16.84983  0.508
O -9.93772 -5.80037 -16.86643  -0.438
C -11.06911 -6.53274 -17.19913  0.543
O -11.11246 -7.71145 -17.17351  -0.538
O -12.08423 -5.64932 -17.41236  -0.454
H -12.02740 -2.47095 -16.27642  0.273
H -12.68012 -4.04525 -15.49657  0.527
H -13.50120 -3.44498 -16.78995  0.221
H -11.64147 -4.02364 -18.44827  0.099
H -10.28587 -4.14062 -15.81305  -0.259
H -9.49391 -3.93421 -17.40755  0.074
C -12.23385 1.74616 -22.41232  0.312
O -12.52538 2.86786 -23.30307  -0.375
C -11.65586 3.66238 -23.84151  0.588
O -11.90811 4.68252 -24.53490  -0.655
O -10.37973 3.25545 -23.52168  -0.145
C -9.30009 3.98194 -24.06879  -0.860
H -13.09112 1.74407 -21.73913  0.029
H -11.29658 1.91492 -21.88209  -0.088
H -12.12954 0.86550 -23.04608  0.234
H -9.54838 4.61766 -24.91867  0.389
H -8.52510 3.27743 -24.37071  0.304
H -8.74066 4.59214 -23.35971  0.271
C -8.74515 0.35115 -16.21430  -0.481
O -8.84362 -0.14442 -14.84811  -0.380
C -8.66246 -1.43613 -14.58735  0.905
O -8.26441 -2.31996 -15.32479  -0.577
O -9.06534 -1.65265 -13.35728  -0.364
C -8.90966 -2.95031 -12.78351  -0.626
H -9.57837 1.00629 -16.46858  0.202
H -8.93157 -0.49642 -16.87382  0.249
H -7.91551 1.00758 -16.47678  0.299
H -9.14235 -2.98333 -11.71914  0.266
H -7.87850 -3.26963 -12.93459  0.310
H -9.53103 -3.71834 -13.24409  0.219
C -15.16526 6.76419 -18.82860  -0.654
O -14.74538 5.48915 -19.20309  -0.345
C -13.93374 4.69991 -18.56895  0.697
O -13.35716 4.92755 -17.51483  -0.601
O -14.00985 3.54089 -19.17662  -0.217
C -13.19625 2.47202 -18.73956  -0.118
H -15.85590 7.21238 -19.54291  0.236
H -14.30512 7.42512 -18.72176  0.295
H -15.66646 6.77012 -17.86068  0.300
H -13.07383 2.31094 -17.66850  0.465
H -12.17148 2.43742 -19.10933  0.017
H -13.65744 1.57577 -19.15444  -0.090



[6]
Below is a 5-piece molecular cluster, C3H14O5 overall at a distorted geometry, with properties calculated with ωB97M-V/def2-TZVPD.

Results
ΔE to the lowest compared entry with this formula, charge and spin	45.6	kcal per mole
net charge	0
SMILES	C=CCO.O.O.O.O
E_LUMO	0.33	eV
spin multiplicity	1
Kohn-Sham gap	10.21	eV

Each line ends with the Mulliken charge.
Atoms and positions in Å:
C -0.19469 2.29842 -1.71174  -0.740
C -0.73971 1.89574 -2.84305  0.055
C -1.24263 0.50677 -3.16844  -0.277
O -2.51584 0.63291 -3.75370  -0.528
H 0.12586 3.30461 -1.48918  0.271
H -0.15313 1.65114 -0.84460  0.182
H -1.00829 2.55687 -3.66776  0.281
H -0.53333 0.00796 -3.83503  0.212
H -1.27567 -0.13711 -2.28131  0.243
H -3.25835 0.41975 -3.19034  0.305
O 1.43084 2.83533 2.11954  -0.636
H 0.68611 2.92820 2.72380  0.315
H 1.68100 1.96201 1.80364  0.317
O 1.20877 -3.38301 2.44112  -0.629
H 0.90739 -4.26604 2.18981  0.300
H 0.94205 -3.39083 3.37459  0.344
O -0.13252 -1.61171 4.20856  -0.678
H 0.59194 -1.47634 3.57091  0.335
H 0.17383 -1.14211 4.99303  0.330
O 1.48500 -1.72720 -0.19111  -0.632
H 0.72080 -1.31604 -0.61168  0.318
H 1.10056 -2.54931 0.16294  0.311



[7]
Below is a 2-piece molecular cluster, Br2ClHNP overall at a distorted geometry, with properties calculated with ωB97M-V/def2-TZVPD.

Results
ΔE to the lowest compared entry with this formula, charge and spin	40.3	kcal per mole
net charge	0
E_LUMO (spin up / spin down)	-3.03 / -3.90	eV
spin multiplicity	1
Kohn-Sham gap (spin up / spin down)	7.54 / 5.79	eV

Each line ends with the Mulliken charge.
Atoms and positions in Å:
N 0.19326 -0.82424 -0.46715  -0.431
P 1.32727 -0.78344 -1.49018  0.456
Cl 0.86167 -2.11223 -2.92376  -0.181
Br 4.36023 0.37974 0.49868  -0.004
Br 1.39595 1.26905 -2.72397  -0.135
H 0.35957 -0.30532 0.39501  0.295



[8]
Below is one molecule with the formula C3H10N2S2 at a distorted geometry, with properties calculated with ωB97M-V/def2-TZVPD.

Results
ΔE to the lowest compared entry with this formula, charge and spin	80.3	kcal per mole
net charge	0
SMILES	NC[C@@H](N)CSS
E_LUMO	-1.19	eV
spin multiplicity	1
Kohn-Sham gap	6.92	eV

Each line ends with the Mulliken charge.
Atoms and positions in Å:
N 2.30843 0.52569 -0.32975  -0.634
C 1.02459 0.81430 -0.86093  -0.463
C -0.03780 0.09465 -0.04864  -0.154
N -0.19331 0.53542 1.34864  -0.381
C -1.36782 0.06619 -0.84617  -0.771
S -2.79502 -0.86933 -0.02251  -0.026
S -2.05096 -2.03979 1.59266  -0.304
H 2.40265 -0.46032 -0.17792  0.232
H 3.02497 0.79686 -1.05454  0.245
H 1.00404 0.29403 -1.84244  0.320
H 0.84728 1.87941 -1.03155  0.346
H 0.27833 -1.04432 0.01296  0.308
H 0.41241 -0.02937 2.00643  0.200
H -0.80944 1.15630 1.67148  0.154
H -1.27533 -0.44664 -1.80161  0.421
H -1.62039 1.16653 -1.17889  0.346
H -1.15263 -2.43960 2.56279  0.161